93
Properties=species:S:1:pos:R:3:lowdin_charge:R:1 method="wB97M-V/def2-TZVPD" homo_energy_ev="-14.944 / -15.706" s_squared=6.0321 charge=+3 energy_ha=-9665.8374 lumo_energy_ev="-7.813 / -11.409" e_above_lowest_ev=0.101 orbital_gap_ev="7.13 / 4.30" multiplicity=5
Rh 2.686 0.301 -0.610 0.63
O 4.789 0.485 -0.844 -0.21
C 5.264 1.856 -0.828 -0.11
C 4.187 2.740 -1.392 -0.24
C 4.476 4.034 -1.782 0.02
C 3.457 4.818 -2.299 0.00
C 2.183 4.282 -2.425 -0.01
C 1.965 2.986 -2.009 -0.09
N 2.950 2.235 -1.489 -0.01
H 5.446 -0.100 -0.456 0.12
H 6.160 1.922 -1.440 0.15
H 5.505 2.149 0.195 0.15
H 5.484 4.419 -1.690 0.14
H 3.660 5.835 -2.614 0.13
H 1.370 4.856 -2.849 0.13
H 1.001 2.505 -2.103 0.09
Se -3.430 -2.220 0.799 0.65
P -3.141 -0.094 0.307 0.70
C -4.239 0.101 -1.076 -0.37
C -5.349 0.939 -0.945 -0.05
C -6.254 1.033 -1.988 -0.04
C -6.060 0.288 -3.144 -0.03
C -4.958 -0.552 -3.270 -0.04
C -4.042 -0.654 -2.240 -0.10
C -3.585 1.002 1.638 -0.40
C -3.146 2.325 1.558 -0.09
C -3.561 3.240 2.511 -0.06
C -4.405 2.836 3.540 -0.03
C -4.845 1.520 3.617 -0.04
C -4.444 0.600 2.661 -0.10
C -1.453 0.198 -0.221 -0.39
C -0.199 0.249 0.395 -0.38
N 0.678 0.310 -0.635 -0.24
N 0.028 0.344 -1.791 -0.01
N -1.251 0.280 -1.559 0.06
P 0.461 0.323 2.064 0.74
Se 2.653 0.428 1.853 0.53
C -0.100 1.830 2.833 -0.38
C -0.447 1.877 4.181 -0.06
C -0.757 3.100 4.761 -0.04
C -0.697 4.262 4.007 -0.04
C -0.335 4.215 2.663 -0.06
C -0.038 3.002 2.073 -0.11
C -0.036 -1.114 3.003 -0.36
C 0.826 -2.193 3.175 -0.10
C 0.397 -3.310 3.879 -0.04
C -0.881 -3.348 4.417 -0.03
C -1.739 -2.264 4.261 -0.05
C -1.321 -1.147 3.552 -0.12
H -5.508 1.513 -0.041 0.11
H -7.115 1.683 -1.897 0.12
H -6.773 0.362 -3.955 0.12
H -4.817 -1.127 -4.176 0.12
H -3.175 -1.293 -2.345 0.08
H -2.491 2.641 0.752 0.11
H -3.234 4.271 2.450 0.12
H -4.731 3.556 4.282 0.13
H -5.512 1.214 4.414 0.12
H -4.806 -0.421 2.703 0.09
H -0.466 0.978 4.785 0.11
H -1.028 3.142 5.808 0.12
H -0.924 5.215 4.469 0.13
H -0.282 5.128 2.083 0.12
H 0.250 2.963 1.027 0.11
H 1.831 -2.157 2.775 0.06
H 1.070 -4.145 4.024 0.12
H -1.206 -4.216 4.978 0.13
H -2.725 -2.281 4.710 0.12
H -1.972 -0.282 3.481 0.09
Ge 2.394 -2.141 -1.003 0.91
C 4.020 -2.959 -1.798 -0.23
C 4.435 -2.628 -3.137 -0.05
C 5.448 -3.298 -3.742 0.00
C 6.112 -4.337 -3.032 0.08
C 5.741 -4.673 -1.697 0.00
C 4.725 -3.997 -1.100 -0.06
C 0.942 -2.601 -2.185 -0.39
C -0.072 -3.412 -1.669 -0.13
C -1.163 -3.754 -2.458 -0.08
C -1.243 -3.296 -3.767 -0.06
C -0.240 -2.484 -4.286 -0.06
C 0.845 -2.137 -3.498 -0.13
H 2.222 -2.885 0.330 -0.03
H 3.914 -1.841 -3.669 0.11
H 5.758 -3.068 -4.754 0.13
H 6.917 -4.880 -3.514 0.14
H 6.270 -5.468 -1.186 0.14
H 4.420 -4.250 -0.093 0.11
H -0.012 -3.792 -0.654 0.09
H -1.939 -4.397 -2.059 0.11
H -2.084 -3.577 -4.389 0.12
H -0.308 -2.125 -5.305 0.12
H 1.598 -1.474 -3.911 0.09